1.
A molecular structure, C13H24HgN2OS at a distorted geometry. Source: OMol25; level of theory: ωB97M-V with the def2-TZVPD basis set.

Geometry as XYZ:
```
42
Properties=species:S:1:pos:R:3:mulliken_charge:R:1
Hg -2.19458 -0.62732 -0.22187 0.482
C 1.51814 1.45769 -1.29952 -1.164
N 0.60268 0.43727 -1.77135 0.718
C -0.40968 0.93849 -2.67877 -1.229
C 1.27995 -0.79111 -2.12297 -0.820
C 0.34332 -1.92579 -2.47640 -1.148
N -0.39598 -2.50042 -1.35272 0.708
C 0.40092 -2.98129 -0.23041 -1.055
C -1.38449 -3.48843 -1.79421 -1.042
H 2.17036 1.84043 -2.10144 0.356
H 2.14729 1.04601 -0.51025 0.293
H 0.95376 2.29558 -0.89459 0.309
H -0.00111 1.26901 -3.64956 0.328
H -0.89787 1.79820 -2.21945 0.311
H -1.17695 0.18849 -2.88005 0.352
H 1.91246 -1.06713 -1.27914 0.416
H 1.95558 -0.65962 -2.98759 0.319
H 0.92783 -2.73081 -2.93868 0.340
H -0.38383 -1.60123 -3.21615 0.549
H 1.00793 -3.83101 -0.56527 0.297
H -0.26421 -3.31326 0.56384 0.385
H 1.04504 -2.19911 0.16375 0.245
H -0.86453 -4.36203 -2.19995 0.397
H -2.02416 -3.06454 -2.56420 0.329
H -1.99641 -3.80428 -0.95391 0.350
C 0.17195 -0.64272 3.89545 -1.188
S 0.14001 -0.43825 2.11469 0.692
O 1.54257 -0.59871 1.62832 -0.665
C -0.24554 1.30702 2.10398 0.580
C -1.56717 1.71457 2.25190 -0.490
C -1.87459 3.06334 2.14288 -0.708
C -0.86688 3.98368 1.87924 -0.504
C 0.45065 3.56348 1.75354 -0.558
C 0.76953 2.21541 1.86884 -0.637
H 0.92528 0.03298 4.30013 0.374
H 0.43971 -1.67916 4.09724 0.397
H -0.82030 -0.41698 4.28794 0.394
H -2.35059 0.99673 2.47675 0.495
H -2.89704 3.39635 2.26770 0.416
H -1.11272 5.03261 1.77510 0.435
H 1.23565 4.28440 1.56265 0.424
H 1.78805 1.86145 1.77449 0.516
```

Computed properties:
Spin multiplicity: 2
Largest force on an atom in eV Å⁻¹: 1.10
Net charge: +1
Total energy in Eh: -1245.79313
HOMO level (spin up / spin down) in eV: -11.52 / -11.46
Expectation value of S²: 0.766
Frontier orbital gap (spin up / spin down) in eV: 8.9 / 4.8

2.
2 unconnected molecules or ions with the total composition C6H12N3O at a distorted geometry. Source: OMol25; level of theory: ωB97M-V with the def2-TZVPD basis set.

Geometry as XYZ:
```
22
Properties=species:S:1:pos:R:3:mulliken_charge:R:1
C -1.67619 2.42348 0.75075 -0.032
C 0.22604 0.99855 -0.21165 0.420
C -1.83945 2.33626 -0.71165 -0.603
C -0.62173 1.51670 -1.33301 -0.656
C -0.53001 0.50930 0.92481 0.480
C 2.24627 -3.33439 0.29880 -0.629
N -1.21882 1.48702 1.53720 -0.535
N 1.45001 1.01478 -0.45893 -0.531
N -0.60886 -0.71023 1.20462 -0.136
O 1.48396 -2.28629 -0.33808 -0.521
H -2.27501 3.14087 1.37324 0.440
H -2.86406 1.79471 -1.05071 0.318
H -1.96494 3.29943 -1.12912 0.346
H 0.20513 1.97905 -1.88207 0.392
H -1.04308 0.67476 -1.96257 0.245
H 2.85523 -3.84659 -0.40203 0.328
H 1.58257 -3.96790 0.97948 0.247
H 3.00456 -2.89353 0.88469 0.255
H 2.04767 0.67869 0.22673 0.271
H -0.13651 -1.38214 0.50014 0.317
H -1.34053 -0.86097 1.89243 0.292
H 1.01777 -2.57155 -1.09307 0.293
```

Computed properties:
Spin multiplicity: 1
Largest force on an atom in eV Å⁻¹: 3.66
Net charge: +1
Total energy in Eh: -475.00034
HOMO level in eV: -14.15
Frontier orbital gap in eV: 9.4

3.
4 unconnected molecules or ions with the total composition C34H72N7O7 at a distorted geometry. Source: OMol25; level of theory: ωB97M-V with the def2-TZVPD basis set.

Geometry as XYZ:
```
120
Properties=species:S:1:pos:R:3:mulliken_charge:R:1
C 0.06537 -1.70346 -0.48283 -0.484
O -0.21406 -3.03647 -0.87410 -0.363
C -1.33195 -3.11384 -1.76451 -0.479
C -0.90459 -3.24837 -3.26978 -0.356
C -2.13965 -3.25793 -4.26438 -1.000
C -2.98168 -1.90020 -4.27615 -0.482
C -2.12866 -0.62548 -3.93866 0.298
C -2.94640 0.74168 -4.12342 0.199
C -2.24453 1.73927 -5.12123 -1.534
C -1.00743 2.49859 -4.53350 2.325
C 0.17131 2.85498 -5.53305 -0.389
C 1.39565 3.53363 -5.01952 -0.594
C 2.38603 3.75599 -6.06945 -0.445
C 2.23849 3.36811 -7.46401 -0.287
N 1.09587 2.78071 -7.90392 -0.575
C 0.15497 2.56568 -6.95597 -0.289
C -1.43257 3.85250 -3.77730 -0.838
N -1.15279 3.66197 -2.31210 -0.397
C -0.86636 2.24810 -2.16660 -0.071
N -1.12297 1.39529 -1.16429 -0.178
N -0.27147 1.88145 -3.38580 0.034
H -0.79325 -1.20641 0.05106 0.232
H 0.92374 -1.71969 0.24615 0.297
H 0.39412 -1.03813 -1.33480 0.115
H -1.90678 -4.05322 -1.51359 0.315
H -2.05503 -2.26840 -1.56712 0.207
H -0.13614 -2.50662 -3.60733 0.169
H -0.42263 -4.26271 -3.37001 0.406
H -1.72876 -3.50677 -5.27613 0.321
H -2.76679 -4.14264 -3.95691 0.380
H -3.80842 -2.04974 -3.52989 0.026
H -3.38999 -1.77296 -5.31296 0.450
H -1.72219 -0.62148 -2.88596 -0.628
H -1.21177 -0.65628 -4.60365 0.285
H -3.17213 1.22150 -3.12709 0.045
H -3.91470 0.44266 -4.59928 0.274
H -2.01179 1.14052 -6.04671 0.365
H -2.99268 2.52955 -5.42080 0.428
H 1.52972 3.83926 -3.96114 0.266
H 3.34523 4.25341 -5.77620 0.315
H 3.03875 3.56562 -8.21991 0.365
H -0.78927 2.08768 -7.32995 0.360
H -2.55059 3.89329 -3.78684 0.337
H -0.93899 4.76456 -4.19932 0.379
H -0.22900 4.08885 -2.15925 0.406
H -0.53022 1.22215 -0.35438 0.289
H -1.95028 0.79643 -1.24487 0.210
H -0.02562 0.89012 -3.47464 0.320
C 2.71778 -5.83605 1.04246 -0.622
O 4.03690 -5.33276 0.91149 -0.360
C 4.08296 -3.96673 0.51732 -0.424
C 4.55266 -3.08025 1.66385 -0.304
N 3.54325 -2.99201 2.71792 -0.211
C 4.03229 -2.39416 3.96502 -0.646
C 5.16658 -3.10774 4.70509 0.461
O 4.79921 -4.36500 5.26083 -0.434
C 4.84680 -5.45520 4.35592 -0.531
H 2.77844 -6.91966 1.14598 0.249
H 2.23450 -5.43836 1.94007 0.281
H 2.11449 -5.60244 0.16082 0.275
H 3.12486 -3.62617 0.10878 0.031
H 4.82171 -3.90214 -0.28779 0.421
H 4.75758 -2.07493 1.28174 0.385
H 5.48894 -3.50186 2.04340 0.200
H 3.20257 -3.92180 2.92711 0.108
H 3.17337 -2.34571 4.63995 0.303
H 4.33293 -1.36036 3.76316 0.252
H 5.43800 -2.47952 5.55621 -0.424
H 6.07707 -3.20086 4.10145 0.297
H 5.63964 -5.34505 3.61190 0.287
H 3.87854 -5.58723 3.86774 0.159
H 5.04109 -6.36177 4.93233 0.326
C 4.71065 3.93194 8.39026 -0.704
O 6.06932 3.52871 8.37861 -0.330
C 6.51593 2.98385 9.61916 -0.820
C 6.74941 1.48311 9.50651 -0.147
N 5.48860 0.75592 9.36535 -0.324
C 5.64877 -0.64564 8.97301 -0.923
C 6.31057 -0.94085 7.62310 -0.403
O 5.53923 -0.54498 6.49386 -0.429
C 5.66678 0.82243 6.13904 -0.648
H 4.52296 4.50790 7.48339 0.229
H 4.04224 3.06525 8.38330 0.294
H 4.49090 4.56237 9.25582 0.340
H 5.83548 3.22671 10.44157 0.402
H 7.47518 3.46214 9.83794 0.396
H 7.26560 1.13077 10.40444 0.389
H 7.40433 1.31580 8.64468 0.143
H 4.91924 1.21570 8.66636 0.089
H 4.64372 -1.07606 8.95258 0.406
H 6.19910 -1.16893 9.76186 0.416
H 6.40727 -2.02862 7.54350 0.396
H 7.32983 -0.54577 7.55352 0.338
H 6.66470 1.21574 6.34551 0.320
H 4.90661 1.41915 6.64669 0.155
H 5.47819 0.90965 5.06645 0.350
C -9.44405 4.06186 -4.37251 -0.697
O -9.59173 3.35110 -3.15410 -0.332
C -10.34702 2.14773 -3.28039 -0.816
C -9.45432 0.92353 -3.12755 -0.137
N -8.56029 0.76862 -4.27514 -0.305
C -7.49236 -0.20940 -4.07060 -0.849
C -6.48508 0.05478 -2.94626 -0.291
O -5.63577 1.17652 -3.17214 -0.293
C -6.20175 2.43135 -2.81779 -0.747
H -9.03521 5.04572 -4.14053 0.233
H -8.74215 3.55454 -5.04235 0.283
H -10.40570 4.19332 -4.87457 0.343
H -10.91802 2.11841 -4.21366 0.405
H -11.06766 2.14821 -2.45761 0.401
H -10.07957 0.03032 -3.03950 0.378
H -8.89012 1.04227 -2.19618 0.159
H -8.13373 1.66242 -4.48385 0.057
H -6.93650 -0.25941 -5.01188 0.408
H -7.94452 -1.19515 -3.91970 0.434
H -5.81739 -0.81249 -2.90194 -0.040
H -6.95601 0.11820 -1.95975 0.497
H -6.87501 2.35839 -1.96129 0.342
H -6.71658 2.87101 -3.67328 0.175
H -5.38338 3.10689 -2.55460 0.349
```

Computed properties:
Spin multiplicity: 1
Largest force on an atom in eV Å⁻¹: 4.92
Net charge: +1
Total energy in Eh: -2248.12527
HOMO level in eV: -9.84
Frontier orbital gap in eV: 4.9